No. 1
Molecular formula: C22H40Br2Cl4NNaO14S2V
Method: DFT, ωB97M-V/def2-TZVPD

Geometry as XYZ:
```
87
Properties=species:S:1:pos:R:3:forces:R:3
C -2.0963 -0.3733 -7.1141 -0.744 0.315 -0.393
C -0.6300 -0.2294 -6.8008 0.155 0.249 -0.921
O 0.0852 -0.7351 -7.9236 0.048 -0.274 0.274
C -0.2293 -1.0352 -5.5424 0.081 -0.079 0.241
C 0.1139 -0.1781 -4.2920 -0.147 -0.145 -2.266
C 1.3544 0.6814 -4.5212 -0.187 0.131 0.722
C 2.6264 -0.0912 -4.8831 0.606 0.344 0.629
C 3.8654 0.5268 -4.2185 -0.367 0.298 0.033
Br 2.9562 -0.0972 -6.7900 0.081 -0.180 -0.219
O -1.0867 0.7330 -4.1956 -0.182 -0.362 0.627
S -2.2027 -0.0414 -3.3834 -1.156 -0.791 0.521
O -3.3084 -0.4641 -4.1712 0.203 0.118 -0.429
O -2.5269 0.6422 -2.1748 0.492 0.346 0.083
O -1.3780 -1.3789 -3.0187 0.109 0.394 -0.146
C -0.0149 -0.8889 -2.9589 0.386 1.141 0.675
C 1.0668 -1.7917 -2.4137 -0.424 -0.724 0.015
C 2.0402 -0.9970 -1.5394 -0.176 -0.235 0.345
C 1.4695 -0.7734 -0.1230 -0.001 0.249 -0.640
C 1.5626 0.6411 0.3875 0.642 0.016 0.941
O 1.8565 0.8658 1.5326 -1.415 -0.094 0.828
O 1.1884 1.6636 -0.4277 -0.428 -0.124 -0.329
H -2.7411 0.0661 -6.3593 -0.109 -0.212 0.129
H -2.3955 0.2204 -8.1116 0.674 -0.799 1.227
H -2.3469 -1.4096 -7.3445 -0.104 -0.058 0.069
H -0.4104 0.8359 -6.7186 0.078 0.031 0.373
H 0.4379 0.0170 -8.4058 0.044 -0.030 -0.176
H 0.6024 -1.6765 -5.8354 0.068 -0.046 0.057
H -1.0764 -1.6720 -5.2976 0.134 -0.238 0.106
H 1.5507 1.2186 -3.5903 -0.040 0.104 0.025
H 1.1669 1.4488 -5.2675 -0.205 -0.052 -0.103
H 2.5835 -1.1281 -4.5678 -0.249 -0.134 -0.223
H 4.6772 -0.1905 -4.1494 0.103 0.007 -0.130
H 3.6319 0.8794 -3.2139 0.103 -0.163 0.143
H 4.1874 1.4013 -4.7792 0.131 -0.003 -0.060
H -0.0963 -0.0671 -2.2315 0.395 0.017 0.088
H 0.5751 -2.5023 -1.7456 -0.077 -0.189 -0.153
H 1.5639 -2.3883 -3.1761 -0.008 0.070 -0.155
H 2.2922 -0.0410 -1.9810 0.094 -0.020 -0.131
H 2.9733 -1.5403 -1.4204 0.124 0.043 -0.196
H 1.9882 -1.4075 0.5877 -0.001 0.020 0.140
H 0.4070 -1.0386 -0.0964 -0.080 0.058 -0.015
H 1.8783 1.7951 -1.0920 0.203 0.019 0.096
O 1.7325 -3.3508 -7.5899 0.268 0.030 0.112
S 1.9397 -3.5149 -9.0376 -0.005 0.108 0.079
O 2.7038 -4.7432 -9.2655 -0.271 -0.150 0.086
O 2.6654 -2.3534 -9.5684 -0.279 0.199 0.146
O 0.6389 -3.5991 -9.7172 0.153 -0.076 -0.285
C -1.5620 1.8511 7.1268 -0.021 -0.030 -0.397
C -0.5897 0.7206 7.5412 -1.831 1.456 0.652
C 0.7994 1.3116 7.8091 0.733 -0.189 -0.352
C 1.5354 1.7324 6.5388 -0.207 -0.040 -0.122
C 1.5927 0.5901 5.5280 0.377 0.156 0.950
C 0.2182 -0.0107 5.2103 -0.899 0.606 -2.570
N -0.5263 -0.3448 6.4823 3.762 -0.167 1.387
O -0.0877 -1.3961 6.9817 -1.230 -0.464 -0.240
C -0.5888 0.9643 4.3429 -0.325 0.371 0.167
C 0.3962 -1.2451 4.3414 0.084 -0.684 0.348
C -1.1618 0.1574 8.8457 0.132 -0.490 0.032
H -2.0540 2.2734 8.0049 0.927 0.346 0.033
H -1.0760 2.6955 6.6505 -0.055 -0.050 -0.164
H -2.3452 1.4796 6.4513 0.334 0.131 -0.207
H 1.4052 0.5727 8.3425 -0.110 -0.122 -0.032
H 0.6938 2.1679 8.4789 -0.220 -0.047 0.029
H 1.0604 2.6081 6.0898 0.004 0.006 0.012
H 2.5492 2.0404 6.7955 -0.001 0.008 0.012
H 2.0418 0.9361 4.5957 -0.222 -0.105 -0.166
H 2.2495 -0.1941 5.9182 -0.134 -0.111 0.009
H -1.6025 0.5906 4.1826 0.006 -0.006 -0.018
H -0.1207 1.0664 3.3643 0.152 -0.137 0.045
H -0.6531 1.9724 4.7467 -0.005 -0.019 0.020
H 1.0542 -1.9862 4.7930 -0.050 0.009 0.090
H 0.8444 -0.9488 3.3935 -0.013 0.190 0.028
H -0.5622 -1.7227 4.1296 -0.016 0.040 -0.010
H -2.1565 -0.2842 8.6968 0.124 -0.182 -0.045
H -1.2529 0.9516 9.5877 0.101 0.147 -0.143
H -0.5288 -0.6050 9.2916 -0.065 -0.136 -0.115
Na -3.7354 1.4601 8.1143 -2.091 0.592 0.015
O -6.2933 6.9202 6.6129 0.172 -0.439 0.160
V -5.9706 5.3443 7.0343 -0.372 0.803 -0.272
O -5.6133 3.6929 7.4678 1.108 -1.370 0.443
Br -1.6622 1.5548 -9.2511 0.143 0.718 -0.767
C -3.6808 -1.9416 -0.0618 0.209 0.035 -0.033
Cl -3.6334 -0.7280 1.2173 -0.126 0.077 0.070
Cl -2.1260 -2.7758 -0.1315 -0.044 -0.090 -0.017
Cl -4.9965 -3.0891 0.1780 -0.022 0.026 0.034
H -3.8421 -1.4254 -1.0005 0.062 0.013 -0.014
Cl 4.1394 1.1044 0.1059 0.912 0.016 -0.694
```
Forces are in eV/Å.

For the total energy, the calculation gives -295554.150 eV. For the gap between HOMO and LUMO, the calculation gives 0.035 Eh. The energy relative to the best compared isomer or geometry (same formula, charge and spin) comes out at 0.000 eV. The charge is -1.


No. 2
Molecular formula: C11H11IrO5S
Method: DFT, ωB97M-V/def2-TZVPD

Geometry as XYZ:
```
29
Properties=species:S:1:pos:R:3:forces:R:3
Ir -0.3977 0.9144 -0.2216 -0.139 -0.483 -0.006
C 3.5075 2.3468 1.5436 0.049 -0.042 -0.081
C 2.8616 2.0243 0.2462 -0.068 0.121 0.034
C 3.4931 2.3790 -1.0516 0.107 -0.083 -0.002
O 2.1377 0.8484 0.1986 0.122 -0.236 0.068
C 1.2040 3.6050 -0.1085 -0.340 -0.082 -0.217
O 1.6867 4.5647 0.3081 0.200 0.200 0.189
O 0.4145 2.9105 -0.6864 0.032 0.008 0.142
H 4.3959 1.7163 1.6798 0.002 0.017 0.036
H 2.8350 2.1820 2.3868 -0.014 0.001 0.013
H 3.8366 3.3833 1.5591 0.003 0.018 0.001
H 4.3643 1.7293 -1.2008 0.025 0.032 -0.064
H 3.8357 3.4124 -1.0492 0.022 -0.028 -0.002
H 2.8168 2.2175 -1.8905 0.006 -0.020 -0.020
H 2.2449 0.3520 1.0252 -0.070 0.121 -0.025
O -4.1331 0.3612 -0.6425 -0.114 0.012 -0.055
C -3.1462 -0.1256 -0.1848 0.059 0.113 0.185
O -2.2027 0.6103 0.4412 -0.029 0.086 -0.149
C -2.9027 -1.6054 -0.1871 0.181 -0.151 -0.033
C -4.0244 -2.4063 -0.1668 -0.040 -0.005 0.003
C -3.9176 -3.7964 -0.1578 0.001 -0.028 0.003
C -2.6714 -4.4121 -0.1966 -0.042 0.039 0.003
C -1.5353 -3.6370 -0.2505 -0.064 0.124 -0.001
C -1.6254 -2.2228 -0.2376 -0.185 -0.146 0.019
S -0.1179 -1.4403 -0.3678 0.292 0.431 -0.036
H -4.9935 -1.9270 -0.1578 -0.012 -0.009 0.002
H -4.8153 -4.3986 -0.1272 -0.013 0.004 -0.001
H -2.5927 -5.4897 -0.1961 0.004 -0.016 -0.002
H -0.5581 -4.0961 -0.3074 0.028 0.001 -0.003
```
Forces are in eV/Å.

For the total energy, the calculation gives -35486.054 eV. For the gap between HOMO and LUMO (spin up / spin down), the calculation gives 0.307 / 0.249 Eh. The spin multiplicity is 6. The charge is +1.


- Look up the total energy of the second one.
  -35486.054 eV